{"formula": "C25H23BrN4O7Ru", "method": "the ωB97M-V functional and the def2-TZVPD basis", "e_above_lowest_kcal_mol": 0.0, "e_homo_ev": -8.2, "energy_ev": -119217.885, "homo_lumo_gap_ev": 7.09, "elements": ["Ru", "N", "C", "C", "O", "N", "C", "C", "O", "O", "H", "H", "H", "H", "H", "H", "C", "C", "C", "C", "C", "C", "N", "C", "C", "C", "C", "C", "C", "C", "O", "O", "C", "C", "H", "H", "H", "H", "H", "H", "H", "H", "H", "H", "H", "H", "H", "H", "Br", "C", "C", "N", "C", "C", "C", "C", "O", "O", "H", "H", "H"], "positions_angstrom": [[0.790, 0.577, -0.250], [-0.425, -1.097, -0.197], [-0.253, -1.857, 1.066], [0.117, -0.889, 2.185], [-0.135, -1.145, 3.350], [0.752, 0.190, 1.702], [0.970, 1.348, 2.543], [0.551, 2.577, 1.758], [0.361, 3.663, 2.237], [0.427, 2.364, 0.441], [-1.379, -0.764, -0.309], [-0.207, -1.669, -1.009], [0.562, -2.567, 0.931], [-1.159, -2.397, 1.332], [2.030, 1.469, 2.787], [0.415, 1.277, 3.477], [-3.201, 7.986, -0.522], [-3.725, 6.624, -0.893], [-5.095, 6.385, -0.866], [-5.618, 5.142, -1.186], [-4.762, 4.123, -1.564], [-3.393, 4.350, -1.600], [-2.530, 3.281, -1.985], [-1.804, 3.277, -3.139], [-2.111, 4.178, -4.177], [-1.384, 4.178, -5.344], [-0.313, 3.302, -5.542], [0.020, 2.431, -4.533], [-0.709, 2.403, -3.337], [-0.245, 1.524, -2.279], [-0.933, 1.199, -1.236], [0.944, 1.068, -2.282], [-2.850, 5.588, -1.246], [-1.358, 5.782, -1.228], [-4.022, 8.688, -0.389], [-2.535, 8.383, -1.290], [-2.635, 7.952, 0.411], [-5.761, 7.191, -0.583], [-6.686, 4.973, -1.152], [-5.141, 3.149, -1.847], [-2.329, 2.569, -1.302], [-2.936, 4.866, -4.045], [-1.655, 4.876, -6.126], [0.246, 3.315, -6.466], [0.857, 1.754, -4.635], [-0.976, 6.056, -2.216], [-0.853, 4.867, -0.919], [-1.072, 6.568, -0.533], [6.931, -3.532, -1.774], [6.322, -1.823, -1.260], [7.232, -0.786, -1.096], [6.873, 0.441, -0.736], [5.583, 0.675, -0.525], [4.607, -0.305, -0.668], [4.980, -1.588, -1.045], [3.190, 0.017, -0.422], [2.822, 1.166, -0.050], [2.278, -0.865, -0.580], [8.289, -0.959, -1.262], [5.302, 1.678, -0.230], [4.238, -2.366, -1.161]], "lowdin_charge": [1.59, -0.04, -0.10, -0.54, 0.05, -0.10, -0.10, -0.55, 0.10, -0.16, 0.12, 0.12, 0.13, 0.13, 0.13, 0.13, -0.05, -0.22, -0.05, -0.08, -0.02, -0.22, 0.10, -0.18, -0.01, -0.07, -0.09, -0.02, -0.08, -0.51, -0.12, -0.06, -0.16, -0.01, 0.07, 0.08, 0.09, 0.11, 0.10, 0.11, 0.12, 0.12, 0.11, 0.10, 0.12, 0.09, 0.08, 0.07, 0.76, -0.66, -0.17, 0.09, -0.06, -0.11, -0.04, -0.54, -0.02, -0.07, 0.11, 0.13, 0.12]}


{"formula": "C22H25BGaN8", "method": "the ωB97M-V functional and the def2-TZVPD basis", "e_homo_ev": -11.0, "energy_ev": -88191.564, "total_charge": 1, "homo_lumo_gap_ev": 8.35, "elements": ["Ga", "C", "N", "C", "C", "C", "C", "C", "N", "C", "C", "C", "C", "C", "C", "H", "H", "H", "H", "H", "H", "H", "H", "H", "H", "H", "B", "N", "C", "C", "C", "N", "N", "C", "C", "C", "N", "H", "H", "H", "H", "H", "H", "H", "H", "C", "C", "N", "C", "C", "N", "H", "H", "H", "H", "H", "H"], "positions_angstrom": [[-0.109, 0.086, -0.020], [0.631, 0.978, 2.977], [-0.074, 0.059, 2.052], [-0.682, -0.988, 2.503], [-1.246, -1.891, 1.565], [-1.986, -3.060, 1.673], [-2.236, -3.487, 0.361], [-1.630, -2.564, -0.487], [-1.016, -1.604, 0.233], [-0.280, 1.732, 3.918], [-0.645, 1.184, 5.148], [-1.522, 1.859, 5.989], [-2.027, 3.098, 5.616], [-1.648, 3.663, 4.404], [-0.781, 2.981, 3.561], [1.185, 1.690, 2.368], [1.366, 0.411, 3.547], [-0.764, -1.184, 3.570], [-2.316, -3.528, 2.592], [-2.794, -4.358, 0.053], [-1.613, -2.551, -1.568], [-0.225, 0.232, 5.462], [-1.795, 1.427, 6.944], [-2.701, 3.631, 6.276], [-2.030, 4.635, 4.115], [-0.490, 3.426, 2.612], [-0.810, 2.330, -2.528], [-0.452, 0.860, -2.927], [-0.319, 0.373, -4.165], [0.254, -0.889, -4.094], [0.444, -1.106, -2.737], [0.021, -0.042, -2.038], [-1.682, 2.291, -1.229], [-2.759, 3.032, -0.978], [-3.157, 2.839, 0.340], [-2.248, 1.931, 0.846], [-1.347, 1.611, -0.099], [0.213, 2.944, -2.307], [-1.472, 2.815, -3.409], [-0.641, 0.952, -5.020], [0.480, -1.559, -4.910], [0.833, -1.973, -2.226], [-3.185, 3.652, -1.753], [-4.004, 3.279, 0.845], [-2.203, 1.474, 1.820], [2.520, 2.578, -0.238], [2.816, 1.128, -0.062], [1.942, 0.145, 0.087], [2.657, -1.035, 0.285], [3.977, -0.759, 0.223], [4.055, 0.604, 0.008], [1.449, 2.745, -0.236], [2.907, 2.948, -1.188], [2.968, 3.164, 0.567], [2.163, -1.979, 0.452], [4.848, -1.387, 0.314], [4.905, 1.132, -0.075]], "lowdin_charge": [0.46, -0.13, -0.01, -0.04, -0.30, -0.01, -0.06, -0.11, 0.01, -0.23, -0.05, -0.07, -0.07, -0.07, -0.06, 0.10, 0.13, 0.14, 0.12, 0.10, 0.11, 0.11, 0.11, 0.11, 0.11, 0.11, -0.37, -0.05, -0.05, -0.03, -0.13, 0.00, -0.04, -0.04, -0.02, -0.11, 0.01, 0.07, 0.08, 0.14, 0.11, 0.12, 0.14, 0.11, 0.11, 0.02, -0.33, 0.05, -0.08, -0.04, 0.13, 0.06, 0.10, 0.10, 0.12, 0.13, 0.17]}